Entry from the Open Molecules 2025 dataset: a molecular structure, C3H2FLiO3 (ωB97M-V/def2-TZVPD).

Geometry (Å):
1 C 0.96033 1.22947 0.10245
2 C 1.39271 -0.16961 0.42126
3 O 0.26118 -0.94097 -0.00352
4 C -0.67350 -0.20271 -0.52036
5 O -0.29254 1.07023 -0.51185
6 O 1.45052 2.29070 0.27838
7 H 1.55823 -0.31772 1.49500
8 H 2.28058 -0.46866 -0.14897
9 F -4.20904 -1.56607 -0.30359
10 Li -2.72845 -0.92466 -0.80881

Atoms 1-3, force components in eV/Å:
0.4 0.6 0.1
0.4 0.0 0.2
0.2 -0.5 0.1

Results
Highest occupied orbital energy   -9.5447 eV
Gap between HOMO and LUMO   8.74 eV
LUMO   -0.8 eV
Molecular weight   112.0 g mol⁻¹
ΔE to the lowest compared entry with this formula, charge and spin   0.974 eV